17
Properties=species:S:1:pos:R:3:forces:R:3 method="wB97M-V/def2-TZVPD" de_lowest_ev=1.824 homo_ev=-8.846 e_lumo_ev=0.19 total_charge=0 mol_weight_g_mol=161.19
H 1.3780 -1.4763 -0.7120 0.7 -0.3 -0.1
N 0.3832 -1.4168 -0.7544 0.8 -1.4 -2.6
C -0.1291 -0.7888 0.1690 -2.6 1.9 1.9
N 0.3734 -0.2416 1.3019 0.9 -0.7 -0.4
C 1.8089 -0.2824 1.4965 1.7 1.6 1.5
C -1.6615 -0.5442 0.0558 0.9 -2.3 -1.6
O -2.2338 -0.0827 0.9735 -1.6 1.3 1.0
O -2.2602 -1.0526 -1.0848 2.2 0.1 1.0
H -0.2893 0.2235 1.8974 0.2 0.1 0.2
H 2.2938 0.7547 1.2783 -0.7 -1.9 -0.5
H 2.1869 -0.3904 2.5634 -1.2 -0.3 -0.9
H 2.2666 -1.1586 0.9714 -0.4 1.1 0.2
H -1.4898 -1.5474 -1.5309 -1.0 0.9 0.5
C -1.3644 1.9591 -1.9387 2.9 0.4 0.6
N -0.2168 2.0822 -1.6880 -4.1 -0.5 -0.8
S 1.2902 2.2198 -1.3932 2.1 0.3 0.3
H -2.3362 1.7426 -1.6052 -0.9 -0.1 -0.1

=====

16
Properties=species:S:1:pos:R:3:forces:R:3 method="wB97M-V/def2-TZVPD" smiles="C[C@@H]1N=[N+]=C(C[S-])[NH2+]1" de_lowest_ev=6.231 homo_ev="-13.338 / -13.242" e_lumo_ev="-7.13 / -7.13" total_charge=+1 mol_weight_g_mol=130.20
C 1.7658 -0.3744 1.2666 -0.3 -0.1 -0.3
C 1.3044 0.2926 -0.0226 1.8 0.0 -0.3
N 0.7647 1.6027 0.2151 1.4 1.0 1.5
N -0.4643 1.6269 0.2305 -0.4 0.9 -0.3
C -0.9048 0.4863 -0.2957 -5.8 -3.4 -0.2
C -2.2349 0.1848 -0.8776 -1.1 1.6 1.8
S -3.0587 -0.6365 0.6546 2.9 0.9 -0.8
N 0.1856 -0.5103 -0.5726 -1.0 1.3 0.8
H 2.2430 0.4820 1.8330 -0.7 -1.6 0.1
H 2.5052 -1.1480 0.9615 -0.3 0.6 0.6
H 0.8338 -0.9211 1.6696 1.7 1.2 0.4
H 2.1615 0.4920 -0.6573 -0.1 -0.6 -0.7
H -2.9718 0.9666 -1.1126 1.1 0.4 0.2
H -2.2549 -0.4381 -1.6964 0.4 -1.8 -1.7
H 0.0570 -0.7297 -1.5316 0.8 -0.2 -1.6
H 0.0684 -1.3758 -0.0644 -0.2 -0.4 0.4

=====

99
Properties=species:S:1:pos:R:3:forces:R:3 method="wB97M-V/def2-TZVPD" de_lowest_ev=1.153 homo_ev=-13.245 e_lumo_ev=-6.36 total_charge=+2 mol_weight_g_mol=963.68
Pb -0.4000 -0.1915 -0.0523 0.2 -0.3 -0.4
C 0.6534 1.2422 7.0786 -0.1 0.0 0.0
C -0.7425 0.8888 6.5341 0.0 0.1 0.2
C -1.2916 -0.3011 7.3251 0.0 0.1 -0.1
C -1.6907 2.0844 6.7236 0.0 -0.1 0.0
C -0.6121 0.5864 5.0545 0.0 -0.1 -0.1
C -0.9069 -0.6612 4.5083 0.0 0.0 0.0
C -0.7580 -0.8620 3.1504 0.0 0.0 0.0
N -0.3406 0.0962 2.3256 0.2 -0.1 0.0
C -0.0315 1.3029 2.8188 -0.1 -0.1 0.1
C -0.1647 1.5706 4.1688 0.0 0.1 -0.1
C 0.4543 2.2984 1.8288 0.1 0.2 -0.1
C 0.9159 3.5532 2.1959 0.0 0.0 0.0
C 1.3840 4.4545 1.2431 0.0 -0.1 -0.1
C 1.3819 4.0205 -0.0851 0.0 -0.1 0.1
C 0.9137 2.7643 -0.3937 0.0 0.1 -0.1
N 0.4492 1.9252 0.5388 0.0 -0.3 0.0
C 1.8875 5.8406 1.5914 0.0 0.1 0.1
C 3.3621 5.9504 1.1653 -0.1 0.0 0.0
C 1.0441 6.8750 0.8243 0.0 -0.1 0.1
C 1.7812 6.1344 3.0890 0.0 0.0 -0.1
H 0.5849 1.4214 8.1515 0.0 0.0 0.0
H 1.0559 2.1425 6.6119 0.0 0.0 0.0
H 1.3544 0.4223 6.9144 0.0 0.0 0.0
H -1.3634 -0.0210 8.3753 0.0 0.0 0.0
H -0.6325 -1.1688 7.2644 0.0 0.0 0.0
H -2.2921 -0.5829 6.9913 0.0 0.0 0.0
H -1.8004 2.2861 7.7890 0.0 0.0 0.0
H -2.6798 1.8671 6.3166 0.0 0.0 0.0
H -1.3096 2.9908 6.2511 0.0 0.0 0.0
H -1.2454 -1.4813 5.1228 0.0 0.0 0.0
H -0.9658 -1.8277 2.7016 0.0 0.0 0.0
H 0.0793 2.5512 4.5490 0.0 0.0 0.0
H 0.9244 3.8330 3.2374 0.0 0.0 0.0
H 1.7496 4.6514 -0.8810 0.0 0.0 0.0
H 0.9061 2.3953 -1.4115 0.0 0.0 0.0
H 3.4834 5.8496 0.0865 0.0 0.0 0.0
H 3.9679 5.1865 1.6553 0.0 0.0 0.0
H 3.7479 6.9275 1.4558 0.0 0.0 0.0
H 1.1574 6.7760 -0.2553 0.0 0.0 0.0
H 1.3649 7.8790 1.1015 0.0 0.0 0.0
H -0.0141 6.7757 1.0735 0.0 0.0 0.0
H 2.3974 5.4531 3.6794 0.0 0.0 0.0
H 0.7472 6.0842 3.4369 0.0 0.0 0.0
H 2.1415 7.1450 3.2758 0.0 0.0 0.0
C 4.1608 -4.1532 -4.6902 0.0 0.1 0.1
C 3.9909 -2.7507 -5.2623 0.2 -0.3 -0.2
C 3.4955 -2.8109 -6.6996 0.0 0.2 0.0
C 3.3562 -1.4076 -7.2693 0.0 -0.1 0.1
C 2.4153 -0.6091 -6.4127 0.1 -0.1 -0.1
C 1.6495 0.3981 -6.9494 0.0 0.0 0.0
C 0.7837 1.1281 -6.1378 0.0 0.0 0.2
F 0.0471 2.0970 -6.6906 0.0 0.0 0.0
C 0.6696 0.8781 -4.8012 -0.1 0.1 0.0
C 1.4329 -0.1506 -4.2293 0.0 0.0 0.0
C 1.2923 -0.4168 -2.8058 0.3 -0.3 -0.2
O 0.4652 0.3005 -2.1459 -0.2 0.1 0.4
C 2.1073 -1.4432 -2.2884 -0.3 0.2 0.2
C 2.9450 -2.1291 -3.1465 0.1 -0.1 0.0
N 3.0488 -1.9229 -4.4518 0.0 0.0 0.2
C 2.3043 -0.9042 -5.0364 -0.2 0.3 0.1
C 2.1966 -1.8997 -0.8511 0.4 -0.2 -0.2
O 3.1024 -2.6324 -0.5277 -0.2 0.1 0.0
O 1.2789 -1.5178 0.0074 -0.6 0.5 0.4
H 4.6987 -4.7577 -5.4182 0.0 0.0 0.0
H 3.1910 -4.6215 -4.5128 0.0 0.0 0.0
H 4.7402 -4.1733 -3.7690 0.0 0.0 0.0
H 4.9566 -2.2370 -5.2469 0.0 0.1 0.0
H 2.5321 -3.3281 -6.7284 0.0 0.0 0.0
H 4.2053 -3.3885 -7.2889 0.0 0.0 0.0
H 2.9953 -1.4350 -8.2966 0.0 0.0 0.0
H 4.3366 -0.9224 -7.2856 0.0 0.0 0.0
H 1.7109 0.6436 -8.0021 0.0 0.0 0.0
H 0.0056 1.4629 -4.1821 0.0 0.0 0.0
H 3.5636 -2.8936 -2.7012 0.0 0.0 -0.1
Ge -3.2054 -0.8967 -0.7070 -0.1 0.2 -0.3
C -3.9434 0.8731 -0.4538 0.2 -0.5 -0.2
C -3.6107 1.9366 -1.2951 0.0 0.0 0.0
C -4.2916 3.1360 -1.1822 0.1 0.0 -0.1
C -5.3029 3.2755 -0.2385 0.0 -0.1 0.0
C -5.6214 2.2245 0.6099 0.0 0.0 0.1
C -4.9422 1.0202 0.5088 0.1 0.0 0.0
C -2.8498 -1.7377 -2.4086 0.0 0.4 0.5
C -2.3474 -1.0100 -3.4889 0.0 0.0 0.0
C -2.2027 -1.6288 -4.7178 0.0 0.1 0.0
C -2.5594 -2.9638 -4.8698 0.0 0.0 0.1
C -3.0444 -3.6903 -3.7907 0.0 -0.1 0.0
C -3.1852 -3.0840 -2.5526 0.0 0.1 0.0
H -3.6240 -1.8788 0.3950 0.2 0.1 0.0
H -2.8235 1.8294 -2.0334 -0.1 0.0 0.0
H -4.0420 3.9596 -1.8379 0.0 0.0 0.0
H -5.8482 4.2070 -0.1676 0.0 0.0 0.0
H -6.4027 2.3380 1.3493 0.0 0.0 0.0
H -5.1915 0.2002 1.1723 -0.1 0.0 0.0
H -2.0599 0.0278 -3.3688 0.0 0.0 -0.1
H -1.8195 -1.0658 -5.5593 0.0 0.0 0.0
H -2.4602 -3.4413 -5.8354 0.0 0.0 0.0
H -3.3144 -4.7308 -3.9105 0.0 0.0 0.0
H -3.5574 -3.6539 -1.7095 0.0 0.0 0.0